A cluster of 3 separate species, C4H14O2S in total, computed with the ωB97M-V functional and the def2-TZVPD basis.

HOMO-LUMO gap in eV: 9.35
Structure (SMILES): CCCCS.O.O
F_max in eV Å⁻¹: 5.7
Energy above the lowest of the compared OMol25 structures with the same formula, charge and spin in kcal per mole: 42.1

Geometry as XYZ:
```
21
C4H14O2S | the Open Molecules 2025 dataset | the ωB97M-V functional and the def2-TZVPD basis
C 0.26787 -2.48131 1.10319
C -0.06065 -1.15537 1.77093
C -1.13803 -0.38043 0.84308
C -1.61072 1.09498 1.40932
S -3.42471 1.40027 1.20958
H 0.89515 -3.03272 1.93382
H 0.80805 -2.66013 0.24458
H -0.69522 -3.04694 0.99483
H -0.68398 -1.19255 2.69114
H 0.79480 -0.55129 1.89370
H -0.64466 -0.29436 -0.19443
H -1.95790 -1.06984 0.69033
H -1.19317 1.10595 2.44178
H -1.13091 1.84620 0.74787
H -3.72266 2.15207 2.25406
H 3.99717 1.39121 -1.85422
H 4.22105 2.05121 -3.24740
O 3.74524 2.08681 -2.35847
H 0.01078 1.51497 -4.08602
H 1.17704 0.54470 -3.97352
O 0.34546 0.67657 -4.51416
```


The molecule C14H11NO6, computed with the ωB97M-V functional and the def2-TZVPD basis.

HOMO-LUMO gap in eV: 7.37
Structure (SMILES): Cc1c(O)c2c(c3c1O[C@](C)(O)C3=O)C(=O)C=C(N)C2=O
F_max in eV Å⁻¹: 4.5
Energy above the lowest of the compared OMol25 structures with the same formula, charge and spin in kcal per mole: 1.4

Geometry as XYZ:
```
32
C14H11NO6 | the Open Molecules 2025 dataset | the ωB97M-V functional and the def2-TZVPD basis
O 2.71280 -0.22393 2.79876
O 2.08787 0.10046 -2.37564
O -0.59612 -0.60743 -3.16086
O 0.20747 0.00778 3.25617
O -3.40549 -0.88382 -2.47076
O -2.72603 0.13732 -0.50207
C 2.51047 -0.21101 1.58149
C 2.10454 -0.20386 -1.19084
C -1.05666 -0.14214 -2.10555
C 3.46392 -0.36478 -0.69231
C 3.66601 -0.34895 0.66712
C -0.00650 0.00456 1.90142
C -1.49740 0.05723 0.04425
C 1.11089 -0.06367 1.06404
C -0.42572 -0.00525 -0.81450
C 0.92282 -0.10130 -0.30693
C -1.31124 0.04128 1.43639
N 4.97826 -0.62543 1.08640
C -2.56109 0.06633 2.31901
C -2.98618 1.46761 -2.53145
C -2.55563 0.09941 -1.92304
H 1.18861 -0.12086 3.40663
H -3.11504 -1.76979 -2.13548
H 4.28943 -0.51288 -1.37148
H 5.73217 -0.67137 0.39524
H 5.25811 -0.64734 2.09378
H -3.36878 -0.54248 1.88262
H -2.36171 -0.35649 3.30627
H -2.96574 1.07688 2.43728
H -4.06849 1.59163 -2.43810
H -2.47923 2.30148 -2.05996
H -2.74634 1.45084 -3.59791
```


A structure of composition C16H22AsBF4O8PS2Tl, computed with the ωB97M-V functional and the def2-TZVPD basis.

HOMO-LUMO gap in eV: 8.57
Net charge: -2
F_max in eV Å⁻¹: 2.0
Energy above the lowest of the compared OMol25 structures with the same formula, charge and spin in kcal per mole: 0.0

Geometry as XYZ:
```
56
C16H22AsBF4O8PS2Tl | the Open Molecules 2025 dataset | the ωB97M-V functional and the def2-TZVPD basis
Tl -2.41733 -1.12448 -0.77729
O -3.27425 -2.07150 1.66860
As -2.62104 -3.71166 1.32538
O -3.76159 -4.84784 1.61536
O -2.08173 -3.60831 -0.25980
C -1.18132 -3.96562 2.62968
C -1.16998 -5.26342 3.09553
C -0.17649 -5.76510 3.91641
C 0.86787 -4.92318 4.33064
C 0.84293 -3.56824 3.96628
C -0.20298 -3.08711 3.13884
S -0.34254 -1.34972 2.89285
O -0.37985 -1.18930 1.42454
O 0.84546 -0.79940 3.52988
O -1.60405 -0.97574 3.51167
H -2.84305 -1.53452 2.39642
H -1.96463 -5.90976 2.71061
H -0.18942 -6.80328 4.21981
H 1.69421 -5.25564 4.90510
H 1.56881 -2.82597 4.31200
C 2.29383 -0.82668 -0.08785
P 1.28652 -1.99278 -1.03799
C 2.44756 -2.48428 -2.36152
C 0.95889 -3.49743 -0.09199
O 0.09830 -1.37415 -1.75686
H 3.27989 -1.26110 0.13660
H 1.74838 -0.42929 0.75115
H 2.41049 -0.00951 -0.77546
H 3.31765 -3.04685 -2.03200
H 2.78220 -1.65958 -2.96345
H 1.83333 -3.12403 -3.02759
H 0.17202 -4.11449 -0.61586
H 0.54359 -3.28750 0.85118
H 1.85895 -4.09277 0.04665
F -2.52587 3.79342 -3.52025
B -3.49791 3.77015 -2.51942
F -4.57718 3.02137 -2.88484
F -3.84946 5.09718 -2.26935
F -3.00704 3.19557 -1.34052
C 0.09657 2.15330 -1.49578
S 1.62499 2.87192 -2.06330
O 2.69618 2.78938 -0.99917
C 1.08817 4.58650 -1.96888
C 0.17743 5.08408 -2.84575
C -0.15947 6.39942 -2.77655
C 0.37941 7.22547 -1.79274
C 1.21437 6.66701 -0.84945
C 1.61467 5.35160 -0.96159
H -0.20693 2.54286 -0.53706
H 0.15139 1.07778 -1.44532
H -0.64935 2.41927 -2.20177
H -0.38226 4.46211 -3.55514
H -0.85308 6.79974 -3.49572
H 0.10581 8.29688 -1.74283
H 1.62385 7.27045 -0.03143
H 2.29505 4.90476 -0.29064
```


A structure of composition C19H18BrClN8Pd, computed with the ωB97M-V functional and the def2-TZVPD basis.

Spin multiplicity: 3
HOMO-LUMO gap (alpha / beta) in eV: 9.22 / 7.30
Net charge: +2
F_max in eV Å⁻¹: 1.0
Energy above the lowest of the compared OMol25 structures with the same formula, charge and spin in kcal per mole: 2.1

Geometry as XYZ:
```
48
C19H18BrClN8Pd | the Open Molecules 2025 dataset | the ωB97M-V functional and the def2-TZVPD basis
Pd -0.70677 0.31333 -0.75444
N 2.17052 -1.47616 -0.58917
C 2.49523 -0.18003 -0.71885
N 3.76259 0.16188 -0.69583
C 4.02764 1.46822 -0.81673
N 5.28993 1.85311 -0.86832
N 3.07234 2.42902 -0.87703
C 1.84320 2.00349 -0.88835
N 1.47345 0.71057 -0.85526
C 0.75582 3.00743 -0.92837
C 1.03146 4.36478 -0.90820
C -0.02545 5.26217 -0.92648
C -1.32114 4.77527 -0.98648
C -1.51511 3.40356 -1.01352
N -0.49875 2.54546 -0.97450
H 2.90885 -2.15969 -0.60388
H 1.22623 -1.73305 -0.78839
H 6.02611 1.17116 -0.80169
H 5.51099 2.83025 -0.96049
H 2.06207 4.68676 -0.88169
H 0.16076 6.32707 -0.89758
H -2.17216 5.44087 -1.01788
H -2.51091 2.98468 -1.08765
C -0.89249 -5.70976 -0.97506
C -1.55533 -4.36685 -0.98004
C -2.93456 -4.21763 -0.87594
C -3.50726 -2.95407 -0.89745
C -2.65358 -1.88307 -0.99845
Br -3.28474 -0.07444 -1.03818
N -1.33037 -1.97246 -1.08586
C -0.80329 -3.20151 -1.09356
H -1.62640 -6.51089 -1.01237
H -0.29972 -5.84111 -0.06820
H -0.22041 -5.81728 -1.82694
H -3.56556 -5.09272 -0.78956
H -4.57900 -2.82421 -0.84706
H 0.26682 -3.27961 -1.24059
Cl 0.93644 -1.71737 4.34046
C -0.01696 -0.55647 3.52102
C -0.75992 0.39581 4.20744
C -1.50983 1.30552 3.48010
C -1.49825 1.24133 2.09907
N -0.78035 0.32144 1.45078
C -0.05198 -0.55983 2.13457
H -0.74920 0.42014 5.28886
H -2.10002 2.05970 3.98062
H -2.07487 1.92854 1.49472
H 0.52392 -1.28334 1.57238
```


A cluster of 2 separate species, C3H9NO3 in total, computed with the ωB97M-V functional and the def2-TZVPD basis.

HOMO-LUMO gap in eV: 10.47
Structure (SMILES): NC(=O)CCO.O
F_max in eV Å⁻¹: 2.2
Energy above the lowest of the compared OMol25 structures with the same formula, charge and spin in kcal per mole: 31.9

Geometry as XYZ:
```
16
C3H9NO3 | the Open Molecules 2025 dataset | the ωB97M-V functional and the def2-TZVPD basis
C 0.67506 -0.33066 0.05119
C -0.09141 -1.57416 -0.40175
O 0.04090 -1.75957 -1.80219
C 0.71862 -0.12180 1.57250
N 0.25560 1.15529 2.02218
O 0.96132 -0.95985 2.39655
H 1.70567 -0.07978 -0.20669
H 0.02755 0.48321 -0.28941
H -1.14026 -1.42177 -0.14812
H 0.33106 -2.39644 0.18828
H 0.24627 -2.67742 -1.92553
H -0.38993 1.00133 2.78418
H -0.14589 1.68354 1.26436
H -1.53806 2.92490 -2.04267
H -0.36882 1.97513 -1.84317
O -1.28767 2.09804 -1.61970
```